1.
This record from OMol25 describes a 2-piece molecular cluster, C25H52BF4N2O3P overall in a non-equilibrium geometry. The level of theory is ωB97M-V/def2-TZVPD.

Last column: Löwdin charge in e.
Cartesian coordinates (Å):
C -1.174 1.601 1.421  -0.12
C -1.562 3.071 1.213  -0.24
C -3.059 3.234 1.543  -0.20
C -3.986 2.385 0.660  -0.22
C -3.954 2.869 -0.789  -0.18
C -4.990 2.209 -1.749  -0.19
C -5.717 0.954 -1.238  -0.21
C -4.903 -0.361 -1.401  -0.19
C -4.778 -1.204 -0.101  -0.19
C -3.330 -1.728 0.055  -0.20
C -3.279 -3.098 0.772  -0.20
C -2.156 -3.215 1.805  -0.21
C -0.787 -3.529 1.149  -0.17
C 0.080 -2.239 1.105  -0.21
C 1.023 -2.189 -0.108  -0.22
C 2.410 -2.785 0.132  -0.19
C 3.364 -2.484 -1.068  -0.16
C 4.686 -1.771 -0.682  -0.17
C 5.007 -0.603 -1.651  -0.22
C 5.149 0.787 -1.028  -0.27
P 3.667 1.449 -0.221  1.14
C 2.281 1.638 -1.420  -0.29
O 2.699 1.148 -2.680  -0.19
N 1.542 0.704 -3.445  0.03
O 1.769 -0.268 -4.007  0.16
C 3.168 0.606 1.312  -0.17
C 2.856 1.673 2.369  -0.55
O 3.778 2.183 2.925  0.12
N 1.519 1.987 2.644  -0.19
C 1.442 3.332 3.234  -0.05
C 0.889 0.980 3.515  -0.04
H -1.465 1.061 0.520  0.07
H -1.752 1.173 2.237  0.08
H -0.106 1.450 1.539  0.03
H -0.976 3.695 1.888  0.07
H -1.336 3.379 0.194  0.10
H -3.304 4.290 1.434  0.11
H -3.164 2.913 2.578  0.11
H -4.985 2.492 1.080  0.11
H -3.761 1.325 0.714  0.08
H -2.952 2.735 -1.191  0.10
H -4.190 3.930 -0.762  0.11
H -5.739 2.952 -2.019  0.10
H -4.492 1.910 -2.668  0.10
H -6.580 0.826 -1.892  0.10
H -6.130 1.056 -0.240  0.09
H -5.398 -0.988 -2.137  0.10
H -3.923 -0.139 -1.817  0.10
H -5.479 -2.031 -0.102  0.10
H -5.014 -0.539 0.727  0.09
H -2.764 -1.023 0.654  0.08
H -2.917 -1.825 -0.946  0.11
H -4.227 -3.229 1.292  0.10
H -3.215 -3.909 0.049  0.11
H -2.101 -2.292 2.380  0.10
H -2.415 -3.992 2.524  0.10
H -0.246 -4.252 1.751  0.11
H -0.927 -3.865 0.126  0.11
H -0.617 -1.415 0.999  0.07
H 0.621 -2.103 2.044  0.10
H 0.540 -2.632 -0.976  0.12
H 1.171 -1.130 -0.362  0.08
H 2.274 -3.863 0.208  0.11
H 2.838 -2.460 1.082  0.09
H 2.795 -1.919 -1.799  0.09
H 3.591 -3.437 -1.525  0.12
H 4.722 -1.499 0.371  0.08
H 5.463 -2.514 -0.827  0.11
H 4.337 -0.617 -2.496  0.08
H 5.983 -0.824 -2.076  0.12
H 5.352 1.483 -1.845  0.11
H 5.984 0.885 -0.336  0.11
H 3.980 2.765 0.160  0.08
H 1.380 1.131 -1.087  0.08
H 2.046 2.699 -1.525  0.10
H 2.317 -0.053 1.167  0.08
H 4.026 0.073 1.699  0.10
H 2.021 4.015 2.627  0.10
H 1.827 3.371 4.252  0.10
H 0.401 3.637 3.230  0.07
H 1.413 0.925 4.472  0.11
H -0.136 1.286 3.685  0.08
H 0.886 0.027 2.992  0.08
B 4.137 -2.459 -5.274  -1.26
F 4.006 -1.282 -6.034  0.08
F 2.904 -2.756 -4.645  0.06
F 4.526 -3.524 -6.091  0.10
F 5.112 -2.250 -4.266  0.07

Total charge: 0
Frontier orbital gap: 9.21 eV
DFT total energy: -2084.68330 Eh

---

2.
This record from OMol25 describes an isolated ion of composition C2 and charge +1 in a non-equilibrium geometry. The level of theory is ωB97M-V/def2-TZVPD.

Last column: Löwdin charge in e.
Cartesian coordinates (Å):
C 0.151 0.804 0.355  0.50
C -0.151 -0.804 -0.355  0.50

Multiplicity: 2
Total charge: +1
Energy relative to the best compared isomer or geometry (same formula, charge and spin): 10.2 kcal per mole
⟨S²⟩: 0.75
Frontier orbital gap (spin up / spin down): 7.42 / 7.51 eV
DFT total energy: -75.41273 Eh

---

3.
This record from OMol25 describes a 5-piece molecular cluster, C5H21N2O5 overall in a non-equilibrium geometry. The level of theory is ωB97M-V/def2-TZVPD.

Last column: Löwdin charge in e.
Cartesian coordinates (Å):
C 2.774 -0.448 0.214  -0.21
O 2.060 -1.542 -0.237  -0.03
C 1.866 0.290 1.190  -0.24
C 1.064 1.431 0.569  -0.14
C 0.082 1.048 -0.577  -0.11
C 0.521 0.880 -1.836  -0.23
N -0.219 0.374 -2.838  0.06
N 0.893 -0.802 1.724  0.22
H 3.709 -0.763 0.704  0.14
H 3.062 0.232 -0.632  0.14
H 1.519 -1.408 -0.944  0.02
H 2.581 0.684 2.049  0.19
H 1.674 2.115 0.109  0.08
H 0.484 1.895 1.463  0.14
H -0.905 0.992 -0.338  0.03
H 1.505 1.073 -2.120  0.11
H -1.268 0.430 -2.815  0.10
H 0.220 -0.034 -3.680  0.12
H 0.171 -0.914 1.004  0.12
H 0.280 -0.424 2.530  0.15
H 1.299 -1.644 1.996  0.13
H -0.599 -4.021 -1.037  0.08
H -0.654 -2.647 -1.517  0.06
O -0.600 -3.104 -0.623  -0.10
H -2.004 0.351 3.842  0.18
H -1.864 0.686 2.361  -0.06
O -1.292 0.597 3.052  -0.08
H -2.319 -0.394 0.125  -0.07
H -3.770 -0.702 0.540  0.12
O -2.819 -0.549 0.839  -0.01
H -3.105 1.707 -1.386  0.07
H -1.992 2.776 -1.713  0.14
O -2.352 1.839 -2.018  -0.12

Total charge: +1
Energy relative to the best compared isomer or geometry (same formula, charge and spin): 101.0 kcal per mole
Frontier orbital gap: 8.70 eV
DFT total energy: -688.50241 Eh

---

> Number 1 is which compound?

C25H52BF4N2O3P

---

> Number 2 is which compound?

C2